# 1
The molecule C4H8O2, computed with ωB97M-V with the def2-TZVPD basis set.

```
! wB97M-V def2-TZVPD RIJCOSX def2/J DEFGRID3
* xyz 0 1
H -2.345 0.254 -0.234
C -1.748 0.961 -0.849
C -0.500 0.338 -1.451
H 0.210 1.130 -1.724
H -0.795 -0.184 -2.371
O 0.041 -0.622 -0.583
C 0.943 -1.027 1.576
H 1.169 -2.044 1.242
O -2.092 2.104 -1.022
H -0.036 -1.037 2.065
H 1.931 0.017 -0.048
H 0.599 0.919 0.701
H 1.698 -0.724 2.308
C 0.926 -0.085 0.390
*
```

Computed properties:
E_LUMO: 1.0 eV
Orbital gap: 10.671 eV
SMILES string: CCOCC=O

Mulliken atomic charge list, values in e, 5 entries: atom 1 (H): 0.34, atom 2 (C): 0.11, atom 3 (C): -0.45, atom 4 (H): 0.30, atom 5 (H): 0.32

***

# 2
A cluster of 9 separate species, C6H31N2O8 in total in a non-equilibrium geometry, computed with ωB97M-V with the def2-TZVPD basis set.

```
! wB97M-V def2-TZVPD RIJCOSX def2/J DEFGRID3
* xyz 1 1
H -2.865 -2.054 -1.873
H 2.018 -3.492 1.686
O 1.061 -3.311 1.535
H -0.919 -0.406 1.530
C -0.221 0.810 -0.079
C 1.826 0.687 -1.506
C 1.242 0.371 -0.304
H -3.223 2.110 -2.147
O -3.192 2.450 1.210
H -1.371 0.257 -4.453
H -1.374 -1.683 -2.236
C -1.234 -0.096 0.437
H 0.415 2.231 3.150
H -2.427 -0.375 -1.787
O -0.404 1.755 2.849
H -0.393 -1.940 -0.389
H 2.734 3.377 2.855
H -2.340 0.392 0.610
N 2.953 0.043 -2.105
H 1.186 -1.711 -2.724
H -0.187 0.810 2.775
H -3.497 1.645 -0.599
H -0.171 1.766 0.539
O 0.998 -1.097 3.813
H -2.023 -2.079 0.569
H 1.526 -1.756 4.293
N -2.134 -1.361 -1.590
H 3.297 0.569 -2.922
H -0.797 -1.120 -4.586
H 3.679 -0.217 -1.468
H 2.744 0.243 1.268
H 1.329 -3.149 -2.969
H 1.379 1.440 -2.089
C -1.454 -1.458 -0.226
H -2.441 2.576 1.782
O -0.942 -0.429 -3.947
H 1.173 -2.251 1.871
O 0.828 -2.501 -2.558
H 1.924 2.957 1.730
O -3.361 1.422 -1.540
C 2.069 -0.379 0.684
O 2.039 2.747 2.613
H -3.729 3.286 1.140
H 0.935 -0.328 4.415
H 1.252 -0.845 1.389
H 2.710 -1.166 0.381
H -0.615 1.260 -1.027
*
```

Computed properties:
E_LUMO: -2.4 eV
Orbital gap: 8.142 eV

Mulliken atomic charge list, values in e, 5 entries: atom 1 (H): 0.38, atom 2 (H): 0.34, atom 3 (O): -0.63, atom 4 (H): 0.10, atom 5 (C): 0.26

***

# 3
A structure of composition C28H22MoO5S5Sb in a non-equilibrium geometry, computed with ωB97M-V with the def2-TZVPD basis set.

```
! wB97M-V def2-TZVPD RIJCOSX def2/J DEFGRID3
* xyz -2 2
Sb -2.003 1.654 2.736
C 2.503 -1.554 1.241
C 2.393 -5.199 2.268
O 1.459 -1.225 2.127
C -0.746 -4.776 -2.366
C -3.744 1.980 -3.701
H 2.463 -5.760 3.192
H 3.019 0.373 3.073
C 6.333 -0.231 2.721
C -1.851 -2.860 2.295
C -1.385 3.373 -4.044
H -1.447 -6.382 -1.094
H -4.667 1.435 -3.543
C 3.857 -1.106 1.778
O -0.375 -1.316 -1.575
H -2.005 -2.045 3.001
C 6.262 -1.252 1.783
H 2.045 -6.934 1.048
H 7.295 0.109 3.088
C 5.164 0.353 3.182
C 2.321 -0.853 -0.147
H 1.064 -0.368 1.865
C -2.489 3.689 -4.810
C -1.422 2.343 -3.095
H -2.764 -3.447 2.197
H 1.873 -5.624 -1.044
C 3.933 -0.082 2.715
H -4.559 3.243 -5.225
S -2.753 0.284 -1.839
S -2.503 3.720 3.586
C -1.467 -4.481 -0.110
C 5.034 -1.683 1.313
C -0.471 -3.443 -2.474
O 1.319 -0.087 -0.184
C -1.250 -5.320 -1.173
C 2.070 -5.125 -0.103
C 2.528 -3.822 2.288
C 2.435 -3.076 1.114
H 4.978 -2.463 0.567
C 2.210 -3.743 -0.084
C -2.630 1.635 -2.938
H -1.059 -3.514 2.661
S 0.128 1.756 1.544
H -2.429 4.493 -5.534
C 2.161 -5.856 1.067
C -1.439 -2.260 0.974
H -0.072 -3.012 -3.382
H -0.461 3.924 -4.159
S -2.554 1.815 0.280
H -1.839 -4.892 0.818
Mo -0.693 0.473 -0.453
S 0.018 1.972 -2.189
C -3.683 2.991 -4.639
C -0.689 -2.535 -1.390
H 2.696 -3.304 3.224
H 7.171 -1.709 1.409
O -1.288 -1.028 0.960
H 2.151 -3.184 -1.006
C -1.216 -3.094 -0.179
H -0.567 -5.428 -3.215
H 5.206 1.159 3.905
O 3.130 -1.090 -1.035
*
```

Computed properties:
E_LUMO (spin up / spin down): 4.3 / 4.0 eV
Orbital gap (spin up / spin down): 5.543 / 5.197 eV

Mulliken atomic charge list, values in e, 5 entries: atom 1 (Sb): -0.16, atom 2 (C): 3.67, atom 3 (C): -0.80, atom 4 (O): -0.69, atom 5 (C): -0.41

***

# 4
A structure of composition C39H47N2OSSiTi in a non-equilibrium geometry, computed with ωB97M-V with the def2-TZVPD basis set.

```
! wB97M-V def2-TZVPD RIJCOSX def2/J DEFGRID3
* xyz 1 1
C -1.221 -2.873 1.492
H 3.053 0.678 -1.606
C -1.414 -1.114 5.352
C -4.110 2.579 -3.343
H -2.081 2.416 3.977
N -1.026 -1.067 -1.480
H -0.126 2.976 -0.972
H 5.453 2.669 4.101
H -5.807 0.227 -1.603
H 4.751 -1.772 -2.198
O 0.345 -0.200 1.417
H 2.735 -0.235 2.538
H 2.474 1.179 -5.481
C -4.973 0.734 -2.064
H 4.790 -1.709 0.498
C 0.960 0.776 -4.022
H -2.758 -3.870 -2.114
C -2.637 0.881 -2.541
H 0.125 -1.219 3.871
C 0.163 -4.298 -0.463
C 2.944 0.765 2.897
C 0.143 -3.141 1.662
H -1.223 -2.106 5.739
H 1.478 1.233 -3.192
H -3.502 -0.695 -1.396
C -2.625 0.951 5.425
H -1.024 -0.823 -6.919
N 1.707 -1.541 -0.777
Si 0.198 1.149 2.296
H 3.455 -2.973 -2.213
H -1.200 -4.432 -2.751
C 2.166 2.965 3.397
C 4.462 2.392 3.776
H 3.190 -1.866 1.264
C -0.470 -0.377 -6.107
C 4.214 1.106 3.323
H 1.368 3.689 3.446
H 3.619 4.319 4.181
H 1.263 3.038 0.116
H -6.163 2.349 -2.795
C -0.585 2.414 1.068
H -1.778 -2.381 2.284
H -1.756 0.774 0.292
H -2.936 -3.137 0.232
H 0.670 1.468 -0.432
H 0.690 -4.897 -1.195
H 5.007 0.372 3.303
C 0.778 0.183 -6.333
H -1.217 -1.793 -2.173
C 3.675 -1.910 -2.149
C 3.774 -2.071 0.362
H -2.967 -0.688 6.761
C -2.396 -0.321 5.922
H -2.618 1.780 1.465
C -0.671 -0.623 4.296
C 3.398 0.164 -0.711
H -4.271 3.504 -3.871
C -1.182 -4.003 -0.657
S -0.936 0.397 -2.134
C -3.695 0.215 -1.950
C 1.903 1.688 2.915
H 4.460 0.357 -0.584
C -0.897 0.644 3.764
H 3.811 -3.145 0.185
H -1.262 3.843 2.568
C -2.834 2.055 -3.250
H -1.456 4.392 0.910
C 3.434 3.319 3.818
H -2.375 2.375 -0.175
H -1.996 2.548 -3.719
H -2.200 -5.506 -1.787
C 0.363 2.479 -0.133
H 1.181 0.189 -7.333
C -1.870 -3.298 0.338
C 1.501 0.751 -5.295
C 3.108 -1.347 -0.833
Ti 0.267 -1.362 0.079
C 0.833 -3.858 0.676
H 0.137 4.369 1.643
H 2.850 0.543 0.155
C -1.886 1.423 4.352
H 1.862 -4.156 0.845
C -0.806 3.834 1.583
H 0.649 -2.877 2.589
H 3.205 -1.422 -2.999
H -2.003 -0.755 -4.645
C -1.918 1.804 0.633
C -0.295 0.230 -3.809
C -5.174 1.922 -2.747
H -3.379 1.578 5.881
C -1.018 -0.355 -4.835
C -1.877 -4.471 -1.900
*
```

Computed properties:
E_LUMO: -2.6 eV
Orbital gap: 8.405 eV

Mulliken atomic charge list, values in e, 5 entries: atom 1 (C): -0.13, atom 2 (H): 0.06, atom 3 (C): -0.74, atom 4 (C): -0.72, atom 5 (H): 0.22

***

Quick rundown of electronic energy, same order as above: -307.6535 -958.3310 -3756.0210 -3236.1192 Eh
Quick rundown of ΔE to the lowest compared entry with this formula, charge and spin, same order as above: 154.79 456.36 35.38 129.50 kJ/mol